53
Properties=species:S:1:pos:R:3:forces:R:3 method="wB97M-V/def2-TZVPD" orbital_gap_ev=7.886 total_charge=0 smiles="Cc1ccc(-c2nnc(Nc3ccc(CC(N)=O)cc3)c3ccccc23)cc1S(N)(=O)=O" fmax_ev_per_a=1.48 multiplicity=1 de_lowest_kj_mol=0.00
C 3.57560 3.14018 5.68789 -0.0429 0.0253 0.2575
C 2.72858 2.68763 4.54721 -0.1382 0.0308 0.1706
C 1.34960 2.53754 4.67212 0.1929 0.0274 -0.0387
C 0.57298 2.12318 3.60731 0.0950 -0.0808 -0.1924
C 1.15099 1.83418 2.37250 0.2540 0.1385 0.3730
C 0.30311 1.40596 1.25100 -0.1711 -0.1280 -0.4105
N -0.77312 2.12562 1.05191 0.9184 0.2954 0.8899
N -1.62344 1.83865 0.09629 -0.9797 -0.5351 -0.9678
C -1.41901 0.83313 -0.73018 0.4817 0.1983 0.4653
N -2.38838 0.69001 -1.69107 -0.1752 0.4538 -0.3546
C -2.94510 -0.48663 -2.18903 -0.2097 -0.3819 -0.1170
C -3.73370 -0.41251 -3.33596 0.1705 0.0655 0.1216
C -4.31035 -1.55089 -3.86458 -0.0431 -0.1234 0.1717
C -4.12581 -2.79064 -3.26314 -0.1280 0.1446 0.0311
C -4.70511 -4.04218 -3.85364 0.1240 -0.2351 0.0409
C -3.62940 -4.84474 -4.58605 -0.3566 0.3040 0.0389
N -2.96822 -4.12962 -5.52474 0.2772 0.1485 -0.4078
O -3.39881 -6.00951 -4.36719 0.0534 -0.4590 0.1597
C -3.35644 -2.85584 -2.10629 -0.0814 0.0562 -0.1484
C -2.77978 -1.72416 -1.56715 -0.0434 0.1519 0.0413
C -0.22552 0.03894 -0.68169 0.1788 0.2655 0.3750
C 0.14388 -0.91698 -1.64435 0.1092 -0.0655 -0.1179
C 1.28984 -1.64922 -1.48067 -0.2117 0.0350 -0.1477
C 2.08954 -1.47234 -0.34487 0.0694 0.1079 0.2102
C 1.78305 -0.50843 0.57852 0.1045 -0.1425 -0.0461
C 0.64730 0.30377 0.40321 -0.5452 0.0538 -0.2501
C 2.52411 2.01001 2.22830 -0.2173 -0.0499 -0.1651
C 3.28330 2.42221 3.30268 0.4929 0.0084 -0.1721
S 5.03653 2.58508 3.02306 0.4383 0.6153 -0.1671
N 5.28775 4.22891 3.31823 -0.2884 -0.8277 -0.0632
O 5.31135 2.31370 1.63931 -0.3641 0.1273 0.0493
O 5.78254 1.86513 4.01520 -0.1707 0.1576 0.1321
H 3.03404 3.06081 6.62718 -0.0148 0.0055 0.0478
H 3.86839 4.17844 5.53639 0.0229 0.0676 0.0602
H 4.48425 2.54545 5.73442 -0.0112 0.0348 0.1988
H 0.88174 2.74898 5.62244 -0.0102 0.0145 0.1062
H -0.49505 2.01584 3.71720 -0.1042 -0.0058 0.0143
H -2.98967 1.50345 -1.74221 0.1043 -0.0880 0.0801
H -3.89164 0.54594 -3.80863 0.0240 0.1047 -0.0665
H -4.92379 -1.46847 -4.75148 -0.0848 -0.0045 -0.0814
H -5.11945 -4.68392 -3.07562 0.0142 -0.0189 -0.1186
H -5.49410 -3.80121 -4.56868 -0.0333 -0.0126 0.0303
H -3.12128 -3.14335 -5.63818 0.0490 -0.0296 0.0477
H -2.21970 -4.56839 -6.03409 -0.0475 -0.0104 0.0405
H -3.21756 -3.80839 -1.61726 0.0222 -0.1248 0.0750
H -2.20805 -1.79558 -0.65468 0.0254 -0.0196 0.0718
H -0.47542 -1.06282 -2.51529 0.0067 -0.0436 -0.0433
H 1.57407 -2.37933 -2.22365 0.0019 -0.0496 -0.0704
H 2.96259 -2.09241 -0.20760 0.0787 -0.0344 0.0337
H 2.40662 -0.36751 1.44726 0.0643 -0.0243 0.0208
H 3.02302 1.85807 1.28390 -0.0428 -0.0671 -0.1285
H 5.31183 4.74757 2.45464 -0.0438 0.0548 -0.2426
H 6.13127 4.37672 3.84981 0.1856 -0.1307 0.1623